(i)
The following is a quantum chemistry calculation of a cluster of 12 separate species, H24O12 in total, from OMol25.

Each line ends with the natural charge from an NBO analysis.
Element x y z (Å)
1 O -0.4572 1.0933 2.3852  -0.974
2 H 0.0695 0.2952 2.3422  0.490
3 H -0.8353 1.0842 3.2645  0.495
4 O 1.2367 -3.1979 -1.5611  -0.960
5 H 1.0095 -2.5603 -2.2379  0.484
6 H 0.6356 -3.0078 -0.8408  0.451
7 O -2.3202 -1.5703 1.2301  -0.968
8 H -2.9250 -2.3110 1.1866  0.461
9 H -2.1740 -1.3259 0.3162  0.492
10 O -2.2592 1.3886 0.1421  -0.972
11 H -3.0337 1.3375 0.7023  0.478
12 H -1.5285 1.4913 0.7518  0.505
13 O 2.2049 2.1694 2.9676  -0.955
14 H 1.8926 1.3432 2.5987  0.479
15 H 3.0269 1.9427 3.4025  0.467
16 O 0.5389 -1.7341 -3.7851  -0.928
17 H 0.5009 -2.6143 -4.1592  0.476
18 H -0.3590 -1.5523 -3.5078  0.478
19 O 1.7527 -0.6168 2.3065  -0.976
20 H 2.4588 -1.1035 1.8814  0.510
21 H 1.3403 -1.2532 2.8906  0.484
22 O -0.0122 3.3150 0.7482  -0.962
23 H 0.0872 2.6271 1.4063  0.477
24 H 0.8270 3.7755 0.7538  0.475
25 O 0.6011 0.5099 -0.6997  -0.943
26 H -0.0549 -0.0461 -1.1200  0.490
27 H 0.4048 0.4481 0.2351  0.464
28 O -2.5315 1.5251 -2.5532  -0.985
29 H -1.8194 2.1202 -2.7876  0.470
30 H -2.4302 1.3889 -1.6112  0.495
31 O -1.5120 -1.7725 -1.3778  -0.963
32 H -2.2226 -1.6356 -2.0043  0.494
33 H -1.4438 -2.7238 -1.2964  0.484
34 O 3.3645 0.5574 -0.4116  -0.967
35 H 3.5443 0.1723 -1.2692  0.468
36 H 2.4225 0.4404 -0.2886  0.485

For the LUMO energy, the calculation gives -0.3 eV. The HOMO energy comes out at -0.3871 Eh.

=====

(ii)
The following is a quantum chemistry calculation of a cluster of 12 separate species, H24O12 in total, from OMol25.

Each line ends with the natural charge from an NBO analysis.
Element x y z (Å)
1 O -0.6211 1.1906 -2.8063  -0.953
2 H -0.3382 0.3141 -2.5455  0.470
3 H -0.9930 1.0726 -3.6804  0.488
4 O 1.9960 1.8694 1.7504  -0.970
5 H 2.8861 1.8158 1.4024  0.468
6 H 1.4578 2.1111 0.9966  0.482
7 O 2.6525 -0.1725 -1.6924  -0.969
8 H 2.7333 -0.4262 -0.7730  0.480
9 H 1.8146 -0.5423 -1.9707  0.475
10 O 0.5214 -1.6659 -2.7054  -0.969
11 H 0.5888 -2.6193 -2.7576  0.491
12 H -0.3610 -1.5056 -2.3708  0.472
13 O 2.3779 -2.1552 1.3012  -0.955
14 H 1.6522 -1.5362 1.2212  0.493
15 H 2.0818 -2.9343 0.8305  0.455
16 O -1.6072 -3.9324 -0.2076  -0.948
17 H -2.3907 -3.6919 0.2868  0.472
18 H -0.9552 -3.2777 0.0423  0.476
19 O 0.7936 2.5472 -0.6019  -0.982
20 H 1.3731 3.1812 -1.0243  0.495
21 H 0.4596 2.0110 -1.3210  0.512
22 O 0.3545 -0.4348 4.0360  -0.952
23 H 0.9243 0.1328 4.5550  0.462
24 H -0.1818 0.1688 3.5218  0.481
25 O 0.2457 -0.5604 0.3877  -0.954
26 H -0.2008 -0.5294 -0.4584  0.465
27 H -0.0533 0.2252 0.8457  0.494
28 O -1.7995 2.9644 0.5694  -0.968
29 H -1.8029 3.6452 1.2423  0.467
30 H -0.8731 2.8289 0.3699  0.494
31 O -2.0227 -1.2211 -2.1704  -0.968
32 H -2.0476 -2.0050 -2.7191  0.487
33 H -2.9388 -1.0540 -1.9489  0.505
34 O -1.6871 1.0737 2.7888  -0.968
35 H -2.2505 1.4173 2.0954  0.497
36 H -1.7884 1.6948 3.5101  0.475

For the LUMO energy, the calculation gives -0.3 eV. The HOMO energy comes out at -0.3827 Eh.

=====

(iii)
The following is a quantum chemistry calculation of a cluster of 12 separate species, H24O12 in total, from OMol25.

Each line ends with the natural charge from an NBO analysis.
Element x y z (Å)
1 O -0.5119 0.6571 -0.1516  -0.970
2 H 0.3993 0.4723 -0.4059  0.470
3 H -1.0173 -0.0585 -0.5534  0.494
4 O 2.0421 -1.8862 -1.0629  -0.943
5 H 2.2418 -2.7885 -0.7893  0.472
6 H 1.1283 -1.7541 -0.7865  0.477
7 O 1.5798 -2.3631 1.6634  -0.999
8 H 1.7387 -1.9506 2.5199  0.505
9 H 2.3509 -2.1193 1.1390  0.484
10 O 0.9366 2.5169 -0.0739  -0.960
11 H 0.6243 2.2385 -0.9422  0.473
12 H 0.5475 1.8761 0.5319  0.481
13 O -3.9344 2.1116 -2.3383  -0.938
14 H -4.0218 3.0704 -2.2934  0.466
15 H -4.6704 1.7840 -1.8091  0.472
16 O -2.8731 -0.7443 -0.3147  -0.951
17 H -2.0715 -1.1942 -0.0247  0.480
18 H -3.2398 -0.3730 0.4956  0.466
19 O -0.1548 2.4519 2.9547  -0.934
20 H -0.9346 2.4243 2.3890  0.462
21 H 0.4881 2.9563 2.4436  0.475
22 O 0.4872 -2.3900 -2.8941  -0.956
23 H 1.2089 -1.8686 -3.2630  0.483
24 H -0.2936 -2.0746 -3.3631  0.473
25 O 0.6869 -0.2859 2.7638  -0.934
26 H 0.4672 -0.3203 1.8260  0.478
27 H -0.1423 -0.4984 3.2068  0.460
28 O -0.3324 0.8263 -4.1304  -0.951
29 H -0.9925 1.2013 -3.5366  0.480
30 H -0.1386 1.5412 -4.7471  0.472
31 O 3.3982 1.5193 2.6464  -0.935
32 H 4.1688 1.7880 3.1590  0.465
33 H 3.3975 2.1191 1.8920  0.471
34 O -1.2462 -2.5503 0.9445  -0.966
35 H -1.4543 -2.3510 1.8643  0.473
36 H -0.4094 -3.0263 0.9912  0.508

For the LUMO energy, the calculation gives 0.1 eV. The HOMO energy comes out at -0.3840 Eh.

=====

(iv)
The following is a quantum chemistry calculation of a cluster of 12 separate species, H24O12 in total, from OMol25.

Each line ends with the natural charge from an NBO analysis.
Element x y z (Å)
1 O -0.0301 -1.1506 -0.5118  -0.914
2 H 0.8154 -1.3185 -0.8329  0.443
3 H -0.0165 -0.1751 -0.4294  0.469
4 O -4.8862 -1.5754 -1.8586  -0.925
5 H -5.6981 -1.0775 -1.6352  0.469
6 H -4.2005 -0.8210 -1.9950  0.457
7 O 0.9335 4.6331 -0.7874  -0.937
8 H 1.0203 4.4533 0.1230  0.477
9 H 1.5010 3.9175 -1.1773  0.466
10 O -1.5495 3.0615 -1.8720  -0.931
11 H -0.6790 3.4444 -1.7359  0.495
12 H -1.3786 2.4435 -2.6697  0.476
13 O -0.6452 3.2994 2.1343  -0.934
14 H -1.1409 2.8545 1.4077  0.478
15 H -0.5732 4.1825 1.9177  0.457
16 O -1.9234 0.9313 -0.4981  -0.992
17 H -2.6938 0.6428 -1.0601  0.465
18 H -1.5312 1.6947 -0.9597  0.482
19 O 2.8800 0.2833 0.1319  -0.889
20 H 3.2298 0.9650 -0.4965  0.444
21 H 2.6905 -0.3646 -0.4947  0.444
22 O -1.2773 -0.5025 2.7391  -0.954
23 H -2.1509 -0.5362 3.0926  0.470
24 H -1.4830 -0.1607 1.8175  0.487
25 O 3.9816 -3.7251 -1.9544  -0.937
26 H 4.3543 -3.9076 -1.0796  0.476
27 H 3.9673 -2.8215 -2.1244  0.462
28 O -4.1583 -3.5381 0.8217  -0.943
29 H -4.4258 -2.6869 0.6117  0.469
30 H -3.2537 -3.5383 1.1232  0.473
31 O 1.2262 -1.6618 1.5645  -0.959
32 H 1.5940 -2.5730 1.7317  0.465
33 H 0.5260 -1.4695 2.1131  0.490
34 O 5.3956 -0.3367 0.4217  -0.936
35 H 4.7015 -1.0607 0.4889  0.479
36 H 5.2500 0.1660 -0.3845  0.456

For the LUMO energy, the calculation gives -0.6 eV. The HOMO energy comes out at -0.3688 Eh.

=====

Energies in eV, measured from the most stable structure: (i) 0.000; (ii) 0.115; (iii) 1.448; (iv) 2.758.

=====

(i)
The following is a quantum chemistry calculation of a cluster of 2 separate species, H3NO4P in total, from OMol25.

Each line ends with the natural charge from an NBO analysis.
Element x y z (Å)
1 N -0.6501 0.4037 -0.0459  -1.118
2 O 2.8282 1.0230 1.2661  -1.129
3 O 2.2935 0.7798 -1.2469  -1.132
4 O 2.4844 -1.4949 0.1000  -0.579
5 O 3.8570 -1.0493 -0.0175  -0.584
6 P 2.7708 0.2116 0.0081  2.423
7 H -0.5423 1.0322 -0.7434  0.369
8 H -0.3899 0.5809 0.9609  0.385
9 H -0.4671 -0.5192 -0.3533  0.364

For the LUMO energy, the calculation gives 4.3 eV. The total charge is -1. The HOMO energy comes out at -0.1833 Eh.

=====

(ii)
The following is a quantum chemistry calculation of a cluster of 2 separate species, H3NO4P in total, from OMol25.

Each line ends with the natural charge from an NBO analysis.
Element x y z (Å)
1 N -0.5971 -0.2186 0.2763  -1.097
2 O 2.2845 0.1330 0.2669  -1.162
3 O 4.3981 1.6533 0.5336  -1.117
4 O 4.5002 -0.4250 -1.1532  -0.569
5 O 4.6674 -0.9948 0.2385  -0.584
6 P 3.7693 0.3911 0.1644  2.435
7 H -0.1738 0.3902 -0.4939  0.366
8 H -0.9781 0.3682 1.0412  0.341
9 H 0.2857 -0.5258 0.5213  0.388

For the LUMO energy, the calculation gives 4.2 eV. The total charge is -1. The HOMO energy comes out at -0.2017 Eh.

=====

Energies in eV, measured from the most stable structure: (i) 0.350; (ii) 0.000.

=====

(i)
The following is a quantum chemistry calculation of a cluster of 2 separate species, C9H14 in total, from OMol25.

Each line ends with the Mulliken spin population.
Element x y z (Å)
1 C -1.3632 -0.6048 1.7187  0.007
2 C -0.0763 -0.6164 -0.4440  0.079
3 C -1.1580 -1.1107 0.3505  0.248
4 C 0.0274 -0.9680 -1.7522  0.078
5 C -2.0241 -2.1165 -0.1752  0.085
6 C -0.7143 -2.1108 -2.1726  0.301
7 C -1.8155 -2.6098 -1.4201  0.066
8 H 0.5936 0.0747 0.0093  0.030
9 H 0.6404 -0.5123 -2.5181  0.008
10 H -1.7237 -1.3461 2.4146  0.016
11 H -2.0858 0.2252 1.5908  0.059
12 H -2.9119 -2.4227 0.3715  0.000
13 H -0.3717 -2.6682 -3.0117  0.008
14 H -2.4676 -3.3637 -1.8459  0.006
15 H -0.5022 -0.0074 2.0018  0.007
16 C 2.6215 2.4728 1.0330  0.000
17 C 1.3089 2.5428 0.1818  0.000
18 H 2.6495 3.3185 1.6973  0.000
19 H 2.6579 1.5214 1.5504  0.000
20 H 3.4444 2.5582 0.3354  0.000
21 H 1.5438 1.9145 -0.6644  0.000
22 H 1.2657 3.6071 -0.0355  0.000
23 H 0.4612 2.2221 0.7846  0.000

As for the expectation value of S²: 0.7680. For the LUMO energy (alpha / beta), the calculation gives -4.4 / -8.0 eV. The total charge is +1. The HOMO energy (alpha / beta) comes out at -0.5391 / -0.5392 Eh. The spin multiplicity is 2.

=====

(ii)
The following is a quantum chemistry calculation of a cluster of 2 separate species, C9H14 in total, from OMol25.

Each line ends with the Mulliken spin population.
Element x y z (Å)
1 C -4.4668 0.5690 0.7712  0.000
2 C -2.9949 0.7734 0.3770  -0.001
3 H -4.8778 1.5281 1.0655  0.000
4 H -4.9781 0.2236 -0.1262  0.000
5 H -4.5674 -0.2179 1.5133  0.000
6 H -2.2472 0.9206 1.1670  0.000
7 H -2.8880 1.6872 -0.2109  0.000
8 H -2.5557 -0.0737 -0.1587  0.001
9 C 3.2661 1.3746 -0.2273  0.025
10 C 0.7268 -2.0033 -0.3898  0.300
11 C 1.9027 -2.1080 0.3792  0.006
12 C 0.4037 -0.8198 -1.0958  0.105
13 C 2.7379 -1.0285 0.3999  0.161
14 C 1.1392 0.3217 -0.9022  0.058
15 C 2.3842 0.1967 -0.2591  0.247
16 H 0.0698 -2.8542 -0.4643  0.012
17 H 2.0084 -2.9200 1.0844  0.005
18 H -0.3899 -0.8467 -1.8318  0.004
19 H 3.7345 -1.0088 0.8258  0.000
20 H 0.8583 1.2742 -1.3275  0.002
21 H 4.1541 1.1962 -0.8549  0.047
22 H 3.7196 1.4760 0.7688  0.025
23 H 2.8604 2.3398 -0.5035  0.002

As for the expectation value of S²: 0.7677. For the LUMO energy (alpha / beta), the calculation gives -4.3 / -8.3 eV. The total charge is +1. The HOMO energy (alpha / beta) comes out at -0.5204 / -0.5204 Eh. The spin multiplicity is 2.

=====

Energies in eV, measured from the most stable structure: (i) 0.174; (ii) 0.000.

=====

(i)
The following is a quantum chemistry calculation of the ion CH3ClNO2S with charge -1, from OMol25.

Each line ends with the natural charge from an NBO analysis.
Element x y z (Å)
1 C -0.9647 0.8156 0.4976  -0.443
2 N -0.1156 -0.2868 0.9368  -0.864
3 S 0.6959 -0.8780 -0.3352  2.195
4 O 0.0566 -0.7499 -1.6256  -0.957
5 O 1.2395 -2.1923 0.0086  -0.957
6 Cl 2.7019 0.1381 -0.5945  -0.503
7 H -1.5754 0.5511 -0.4186  0.171
8 H -1.5719 0.9703 1.3650  0.184
9 H -0.4662 1.6320 0.1658  0.174

For the LUMO energy, the calculation gives 3.9 eV. The total charge is -1. The HOMO energy comes out at -0.1711 Eh.

=====

(ii)
The following is a quantum chemistry calculation of the ion CH3ClNO2S with charge -1, from OMol25.

Each line ends with the natural charge from an NBO analysis.
Element x y z (Å)
1 C 0.2615 0.1733 -0.2077  -0.460
2 N 1.4230 0.4764 0.4189  -0.615
3 O 2.1831 -1.7094 -0.8879  -1.035
4 O 3.9883 -0.3977 0.1053  -1.002
5 S 2.6586 -0.9526 0.2915  1.647
6 Cl 1.8866 2.2243 -0.0534  -0.095
7 H -0.7307 0.5169 0.2818  0.143
8 H 0.1275 0.3962 -1.2574  0.175
9 H 0.2339 -0.9152 -0.2800  0.243

For the LUMO energy, the calculation gives 3.8 eV. The total charge is -1. The HOMO energy comes out at -0.1532 Eh.

=====

Energies in eV, measured from the most stable structure: (i) 0.000; (ii) 1.120.

=====

(i)
The following is a quantum chemistry calculation of the molecule CH2NOP, from OMol25.

Each line ends with the natural charge from an NBO analysis.
Element x y z (Å)
1 O -1.8537 -0.7443 3.6389  -0.554
2 C -1.3359 -0.4921 2.5265  0.864
3 N -0.7541 -0.1378 1.5524  -0.800
4 P -0.8613 -0.0822 -0.1965  0.568
5 H 0.3983 0.3104 -0.4825  -0.042
6 H -0.3621 -1.3806 -0.4720  -0.035

For the LUMO energy, the calculation gives 0.6 eV. The HOMO energy comes out at -0.3698 Eh.

=====

(ii)
The following is a quantum chemistry calculation of the molecule CH2NOP, from OMol25.

Each line ends with the natural charge from an NBO analysis.
Element x y z (Å)
1 N -2.4829 -0.2255 -0.5120  -0.358
2 C -1.4717 -0.4189 -0.0365  0.513
3 O -0.0789 -0.6363 0.4747  -0.724
4 P 0.9226 0.3030 -0.4643  0.679
5 H 1.1057 1.3992 0.4481  -0.060
6 H 2.0052 -0.4215 0.0901  -0.051

For the LUMO energy, the calculation gives -0.1 eV. The HOMO energy comes out at -0.3887 Eh.

=====

Energies in eV, measured from the most stable structure: (i) 0.000; (ii) 1.643.

=====

(i)
The following is a quantum chemistry calculation of a structure of composition C4H5NO2, from OMol25.

Each line ends with the natural charge from an NBO analysis.
Element x y z (Å)
1 C -1.9750 0.4217 0.2121  -0.675
2 C -0.5281 0.1007 0.0598  0.306
3 C 0.2002 -1.0823 -0.6001  -0.194
4 O 1.0960 -0.3555 -1.5093  -0.438
5 C 1.4036 -0.0100 -0.2583  0.681
6 O 2.6994 -0.1028 0.0844  -0.646
7 N 0.4578 0.8391 0.4476  -0.467
8 H -2.0831 1.3360 0.8034  0.237
9 H -2.4485 0.5807 -0.7671  0.246
10 H -2.5132 -0.3990 0.6955  0.238
11 H 0.8614 -1.5832 0.1436  0.212
12 H 2.8308 0.2886 0.9592  0.501

For the LUMO energy, the calculation gives 0.4 eV. The HOMO energy comes out at -0.3116 Eh.

=====

(ii)
The following is a quantum chemistry calculation of the molecule C4H5NO2, from OMol25.

Each line ends with the natural charge from an NBO analysis.
Element x y z (Å)
1 N 1.7897 0.6858 -1.6270  -0.812
2 C 1.5002 0.0943 -0.4687  0.275
3 C -0.3411 -0.0061 1.5065  -0.296
4 C -1.3896 -0.2331 0.7721  0.303
5 O -2.6240 0.0618 0.3613  -0.640
6 C -0.2418 -1.0780 0.4766  0.045
7 O 0.5042 -0.7817 -0.7133  -0.557
8 H 1.2243 0.5597 -2.4616  0.378
9 H 2.4605 1.4357 -1.6211  0.395
10 H 0.2489 0.5972 2.1755  0.242
11 H -2.9415 0.8075 0.8906  0.489
12 H -0.1899 -2.1432 0.7092  0.178

For the LUMO energy, the calculation gives 0.7 eV. The HOMO energy comes out at -0.3115 Eh.

=====

(iii)
The following is a quantum chemistry calculation of a structure of composition C4H5NO2, from OMol25.

Each line ends with the natural charge from an NBO analysis.
Element x y z (Å)
1 C 1.6662 0.0323 -1.5130  -0.244
2 O 1.1928 -0.8411 -0.4625  -0.517
3 C 0.2168 -0.3616 0.3447  0.470
4 N 0.2968 0.6595 1.0930  -0.108
5 O -0.7636 1.0276 1.7411  -0.349
6 C -2.0499 -0.2086 1.3333  0.013
7 C -1.4751 -1.0204 0.4907  -0.348
8 H 0.8183 0.4814 -2.0388  0.184
9 H 2.3076 0.8214 -1.1050  0.192
10 H 2.2453 -0.5846 -2.2095  0.197
11 H -2.8201 0.2057 1.9670  0.247
12 H -1.6173 -1.9101 -0.1265  0.262

For the LUMO energy, the calculation gives 0.9 eV. The HOMO energy comes out at -0.3397 Eh.

=====

(iv)
The following is a quantum chemistry calculation of a cluster of 2 separate species, C4H5NO2 in total, from OMol25.

Each line ends with the natural charge from an NBO analysis.
Element x y z (Å)
1 C 0.2791 1.2453 0.1464  -0.418
2 C -0.1570 -1.1780 0.2056  -0.442
3 C 0.3127 -0.0430 -0.7401  -0.295
4 C 0.7615 -0.1262 0.6423  0.072
5 N 3.5484 -0.1516 0.0747  0.508
6 O 4.0190 0.9888 -0.0722  -0.297
7 O 4.1151 -1.2100 -0.0259  -0.261
8 H 1.1360 1.8885 -0.0957  0.233
9 H -0.5863 1.7195 0.6247  0.219
10 H -1.2474 -1.2480 0.5807  0.209
11 H 0.2870 -2.2120 0.0364  0.236
12 H 0.9065 -0.2992 -1.5829  0.237

For the LUMO energy (alpha / beta), the calculation gives -0.7 / -2.1 eV. The HOMO energy (alpha / beta) comes out at -0.3537 / -0.3253 Eh.

=====

Energies in eV, measured from the most stable structure: (i) 0.425; (ii) 0.000; (iii) 0.944; (iv) 4.512.